The following is a quantum chemistry calculation of C4H6N2O2 in the gas phase at a distorted geometry, from the Open Molecules 2025 dataset.

Each line ends with the Löwdin charge.
Cartesian coordinates (Å):
C: -0.671 0.981 -0.692  -0.352
C: -0.147 -0.164 -1.289  0.017
C: 0.440 -0.899 -0.250  -0.307
C: 0.355 -0.126 0.935  -0.326
H: -1.592 1.822 -2.285  0.099
H: -2.326 2.228 -0.813  0.094
H: -0.242 -0.393 -2.299  0.086
H: 0.772 -2.574 -1.053  0.104
H: 1.488 -1.223 1.824  0.106
H: -0.134 1.874 1.043  0.156
N: -1.437 1.985 -1.275  0.065
N: -0.356 0.969 0.689  0.138
O: 0.913 -2.154 -0.209  0.060
O: 0.928 -0.490 2.141  0.062

Kohn-Sham gap: 7.2 eV
net charge: 0
max |F|: 4.4 eV Å⁻¹
relative energy (zero: lowest compared OMol25 entry of this formula, charge and spin): 182.9 kJ/mol
SMILES: Nc1cc(O)c(O)[nH]1
HOMO energy: -0.236 hartree


The following is a quantum chemistry calculation of 2 unconnected molecules or ions with the total composition C2H3N at a distorted geometry, from the Open Molecules 2025 dataset.

Each line ends with the Löwdin charge.
Cartesian coordinates (Å):
C: -0.162 -1.806 0.198  -0.335
C: 0.206 -0.405 0.097  -0.042
N: -0.601 -2.838 0.434  0.122
H: 0.509 -0.073 1.035  0.036
H: -1.251 0.150 -0.159  0.236
H: 0.710 -0.136 -0.696  -0.017

Kohn-Sham gap: 11.3 eV
net charge: 0
max |F|: 8.0 eV Å⁻¹
relative energy (zero: lowest compared OMol25 entry of this formula, charge and spin): 209.5 kJ/mol
HOMO energy: -0.410 hartree


The following is a quantum chemistry calculation of a molecular structure, AgI, from the Open Molecules 2025 dataset.

Each line ends with the Löwdin spin population.
Cartesian coordinates (Å):
Ag: 0.223 -1.131 0.861  0.006
I: -0.223 1.131 -0.861  0.994

⟨S²⟩: 0.753
Kohn-Sham gap (spin up / spin down): 9.2 / 6.7 eV
net charge: +1
max |F|: 0.5 eV Å⁻¹
relative energy (zero: lowest compared OMol25 entry of this formula, charge and spin): 5.1 kJ/mol
spin multiplicity: 2
HOMO energy (spin up / spin down): -0.575 / -0.562 hartree


The following is a quantum chemistry calculation of a molecular structure, C6H13N2 at a distorted geometry, from the Open Molecules 2025 dataset.

Each line ends with the Löwdin charge.
Cartesian coordinates (Å):
C: 0.664 1.476 0.821  -0.028
C: 1.271 0.545 -0.090  -0.096
C: -2.818 0.645 0.111  -0.020
C: -2.189 -0.248 -0.948  -0.202
C: -2.067 -0.053 1.016  -0.138
C: 2.635 -1.296 -0.796  0.041
N: -1.262 -0.793 0.062  -0.031
N: 2.148 -0.348 0.300  0.049
H: 1.025 2.496 0.765  0.114
H: 0.608 1.191 1.867  0.109
H: 1.105 0.583 -1.123  0.130
H: -0.325 1.595 0.364  0.080
H: -3.574 1.426 0.120  0.102
H: -2.865 -0.994 -1.405  0.129
H: -1.603 0.215 -1.750  0.102
H: -1.971 -0.168 2.111  0.120
H: 3.547 -1.682 -0.326  0.111
H: 1.748 -1.904 -0.940  0.097
H: 2.751 -0.652 -1.632  0.082
H: -1.300 -1.748 0.218  0.082
H: 2.471 -0.285 1.255  0.168

Kohn-Sham gap: 8.3 eV
net charge: +1
max |F|: 3.7 eV Å⁻¹
relative energy (zero: lowest compared OMol25 entry of this formula, charge and spin): 308.2 kJ/mol
HOMO energy: -0.454 hartree


The following is a quantum chemistry calculation of a molecular structure, C19H23As2CdF6INO8PSSbSe4, from the Open Molecules 2025 dataset.

Each line ends with the Löwdin spin population.
Cartesian coordinates (Å):
Cd: 3.074 -1.340 -1.480  0.000
F: 3.538 -2.830 0.835  0.000
P: 4.342 -4.037 0.057  0.000
F: 5.388 -2.950 -0.506  0.000
F: 5.063 -5.219 -0.758  0.000
F: 3.226 -5.085 0.601  0.000
F: 3.357 -3.747 -1.269  0.000
F: 5.239 -4.296 1.358  0.000
Se: 6.372 -0.913 -3.221  0.012
Sb: 6.131 0.941 -1.737  -0.004
Se: 3.862 0.899 -0.688  -0.001
Se: 7.766 1.646 -0.109  0.158
Se: 6.067 3.078 -3.083  0.835
I: 1.968 -1.096 -4.126  0.000
C: -1.965 4.674 0.132  0.000
O: -2.173 3.309 -0.214  0.000
C: -1.068 2.524 -0.239  0.000
O: 0.055 2.927 -0.072  0.000
C: -1.415 1.127 -0.588  0.000
C: -2.319 0.460 0.144  0.000
As: -3.179 -1.290 -0.299  0.000
C: -3.016 -2.152 1.457  0.000
C: -1.571 -1.766 -1.275  0.000
C: -1.454 -0.859 -2.268  0.000
As: -0.004 0.436 -1.951  0.000
C: -0.286 1.794 -3.340  0.000
C: -2.655 -0.417 -3.025  0.000
O: -3.037 0.719 -3.180  0.000
O: -3.231 -1.491 -3.602  0.000
C: -4.415 -1.220 -4.342  0.000
C: -0.359 -2.443 -0.730  0.000
O: 0.745 -2.339 -1.214  0.000
O: -0.651 -3.299 0.242  0.000
C: 0.470 -4.099 0.672  0.000
C: -2.821 1.044 1.401  0.000
O: -2.171 1.667 2.219  0.000
O: -4.125 0.752 1.593  0.000
C: -4.676 1.210 2.823  0.000
H: -2.777 4.956 0.800  0.000
H: -2.002 5.281 -0.774  0.000
H: -1.000 4.808 0.620  0.000
H: -3.913 -1.897 2.024  0.000
H: -2.118 -1.832 1.980  0.000
H: -2.968 -3.227 1.304  0.000
H: -0.924 2.596 -2.978  0.000
H: -0.738 1.349 -4.225  0.000
H: 0.713 2.164 -3.588  0.000
H: -4.928 -2.174 -4.439  0.000
H: -4.158 -0.830 -5.329  0.000
H: -5.039 -0.494 -3.823  0.000
H: 0.050 -4.822 1.367  0.000
H: 1.213 -3.464 1.156  0.000
H: 0.926 -4.590 -0.187  0.000
H: -5.741 1.004 2.761  0.000
H: -4.495 2.276 2.953  0.000
H: -4.231 0.670 3.661  0.000
S: 0.936 -0.524 1.369  0.000
C: 1.473 0.731 2.321  0.000
N: 0.585 1.671 2.755  0.000
C: 0.910 2.757 3.488  0.000
C: 2.198 2.980 3.854  0.000
C: 3.177 2.048 3.426  0.000
C: 2.833 0.963 2.689  0.000
H: -0.386 1.543 2.440  0.000
H: 0.086 3.410 3.736  0.000
H: 2.456 3.853 4.433  0.000
H: 4.218 2.212 3.665  0.000
H: 3.567 0.262 2.322  0.000

⟨S²⟩: 0.757
Kohn-Sham gap (spin up / spin down): 5.5 / 5.4 eV
net charge: -2
max |F|: 0.6 eV Å⁻¹
relative energy (zero: lowest compared OMol25 entry of this formula, charge and spin): 101.6 kJ/mol
spin multiplicity: 2
HOMO energy (spin up / spin down): -0.081 / -0.080 hartree


The following is a quantum chemistry calculation of 5 unconnected molecules or ions with the total composition C5H20N4O5 at a distorted geometry, from the Open Molecules 2025 dataset.

Each line ends with the Löwdin charge.
Cartesian coordinates (Å):
C: -2.349 1.547 -1.610  -0.156
O: -1.575 0.680 -0.821  -0.136
H: -3.363 1.551 -1.185  0.073
H: -1.937 2.517 -1.489  0.056
H: -2.344 1.297 -2.689  0.093
H: -1.562 -0.214 -1.108  0.030
C: 1.915 -4.449 1.191  -0.105
O: 1.911 -3.391 2.248  -0.156
H: 2.270 -5.354 1.622  0.059
H: 0.884 -4.604 0.926  0.057
H: 2.533 -4.159 0.329  0.082
H: 2.778 -3.404 2.685  0.066
C: 2.427 2.797 -0.913  -0.120
O: 1.494 1.767 -0.468  -0.147
H: 3.190 2.374 -1.606  0.085
H: 1.982 3.721 -1.302  0.079
H: 2.895 3.168 0.011  0.073
H: 0.614 2.106 -0.405  0.013
C: 0.291 -2.655 -1.092  -0.717
O: 0.246 -3.742 -1.518  0.079
N: 1.140 -1.688 -1.502  0.176
N: -0.635 -2.197 -0.118  0.154
H: 1.729 -1.936 -2.310  0.128
H: 1.025 -0.723 -1.245  0.075
H: -1.225 -2.946 0.127  0.082
H: -0.230 -1.838 0.683  0.061
C: -1.544 2.958 1.331  -0.643
O: -0.975 3.903 0.790  0.020
N: -0.810 1.955 1.944  0.141
N: -2.908 2.660 1.272  0.155
H: 0.142 1.897 1.666  0.069
H: -1.225 1.056 1.726  0.083
H: -3.308 1.935 1.845  0.104
H: -3.474 3.411 0.980  0.089

Kohn-Sham gap: 10.7 eV
net charge: 0
max |F|: 4.1 eV Å⁻¹
relative energy (zero: lowest compared OMol25 entry of this formula, charge and spin): 49.4 kJ/mol
SMILES: NC(N)=O.NC(N)=O.CO.CO.CO
HOMO energy: -0.368 hartree